(1)
DFT (ωB97M-V with the def2-TZVPD basis set) results for C42H52BFIrN3O2P2S as an isolated structure.

```
! wB97M-V def2-TZVPD RIJCOSX def2/J DEFGRID3
* xyz 2 1
Ir -0.909 0.982 0.068
S 0.254 4.882 -0.471
P -0.213 -0.296 3.801
P 0.790 -0.191 0.909
F -2.545 2.107 0.359
O -0.703 -0.396 -2.560
O 0.500 1.561 -2.574
N -4.999 -1.595 -0.070
N -2.315 -0.509 -0.303
N 0.497 0.517 2.431
C 2.527 0.169 0.604
C 1.106 0.599 -6.087
C 0.936 1.936 2.428
C -0.151 -0.204 -3.832
C -0.483 -2.704 -7.224
C 4.791 -0.019 1.398
C 3.443 -0.275 1.564
C -0.263 -1.015 -4.937
C -1.329 5.368 0.247
C -0.309 -0.581 -8.503
C 2.111 0.472 5.270
C -2.758 3.041 5.719
C 1.761 -1.812 -7.804
C -3.430 -0.037 -1.166
C 0.604 -4.761 0.696
C 4.327 1.128 -0.667
C -4.460 -1.124 -1.395
C 2.400 -2.072 6.353
C -1.144 1.083 4.546
C 0.275 2.758 1.311
C 0.271 -2.585 -0.264
C 1.212 1.410 -4.962
C 0.660 -1.987 0.937
C -3.886 -2.095 0.810
C -2.868 2.771 4.361
C -2.845 -1.007 0.989
C 1.184 -0.524 4.946
C 3.175 0.192 6.108
C 0.242 -3.968 -0.383
C -1.050 1.354 5.910
C 2.969 0.875 -0.508
C 5.234 0.679 0.278
C 1.063 -2.792 2.002
C 0.563 0.970 -3.834
C -1.854 2.326 6.491
C 3.322 -1.082 6.648
C 1.339 -1.793 5.501
C 1.022 -4.172 1.882
C 0.387 -0.602 -6.104
C -2.076 1.791 3.784
C 0.999 4.052 0.943
C 0.334 -1.423 -7.393
B -0.279 0.719 -1.815
H 2.024 1.996 2.356
H -0.353 -1.157 -9.429
H 0.377 2.241 0.250
H 1.606 0.921 -6.991
H -3.263 -0.149 1.523
H -3.019 0.263 -2.126
H 5.499 -0.360 2.142
H 1.768 2.337 -4.978
H -3.470 -2.976 0.319
H 0.987 4.707 1.818
H -1.176 5.958 1.150
H 2.267 1.238 -1.248
H -0.036 -4.422 -1.326
H -3.858 0.847 -0.695
H -5.695 -2.330 -0.211
H -4.309 -2.390 1.768
H 0.635 2.384 3.374
H -0.832 -1.933 -4.895
H -0.752 3.006 1.574
H -1.767 2.528 7.550
H 2.380 -0.937 -7.999
H -5.292 -0.751 -1.989
H -0.342 0.814 6.525
H -1.821 5.994 -0.495
H -2.188 1.598 2.722
H 0.259 0.327 -8.704
H -1.326 -0.290 -8.234
H -5.482 -0.821 0.394
H 0.049 -1.976 -1.135
H -1.964 4.506 0.445
H 4.671 1.678 -1.533
H 2.246 -2.403 -7.025
H 0.612 -2.567 5.277
H 0.588 -5.839 0.606
H 1.994 1.478 4.887
H 1.333 -4.790 2.713
H 1.415 -2.353 2.925
H 2.042 3.860 0.685
H 3.887 0.969 6.354
H -3.569 3.324 3.749
H 2.503 -3.058 6.786
H -4.039 -2.002 -1.887
H -3.374 3.805 6.174
H -2.029 -1.407 1.591
H -1.834 -1.260 -0.799
H -0.056 -3.362 -6.464
H 1.735 -2.409 -8.717
H -0.490 -3.254 -8.165
H 6.290 0.877 0.150
H -1.523 -2.491 -6.964
H 3.106 -0.795 2.454
H 4.152 -1.295 7.309
*
```

Computed properties:
Orbital gap = 7.440 eV
Highest occupied orbital energy = -12.65 eV

---

(2)
DFT (ωB97M-V with the def2-TZVPD basis set) results for C25H17AsAuN3O2S2 as an isolated structure.

```
! wB97M-V def2-TZVPD RIJCOSX def2/J DEFGRID3
* xyz -1 2
Au -0.240 -2.652 2.344
As 0.374 -0.525 -0.083
S -2.302 -2.076 3.350
S -1.334 -3.921 0.469
O 0.101 -0.345 2.968
O 3.636 -2.049 1.270
N 0.239 -6.250 0.107
N -0.971 0.280 3.360
N 1.692 -3.242 1.963
C 2.837 -0.277 -1.701
C 2.653 -2.855 -2.716
C -0.995 -0.170 -1.434
C 1.576 3.481 0.669
C -1.766 -1.099 -2.116
C -0.871 1.618 3.539
C 1.783 -1.099 -1.318
C -2.079 1.623 -2.626
C -1.148 1.200 -1.683
C 3.691 -2.026 -3.117
C -2.161 -0.365 3.536
C 1.546 2.094 0.720
C -0.379 -5.286 0.286
C -2.841 0.692 -3.314
C 2.650 -2.622 1.615
C -0.224 3.464 -0.937
C 0.687 4.160 -0.157
C 0.644 1.394 -0.069
C -3.274 0.412 3.891
C 3.788 -0.741 -2.600
C -0.251 2.073 -0.904
C 1.704 -2.396 -1.814
C -1.951 2.387 3.878
C -3.188 1.771 4.057
C -2.686 -0.666 -3.063
H 2.285 4.034 1.273
H -4.214 -0.105 4.021
H 4.434 -2.386 -3.818
H -0.914 4.008 -1.572
H -2.204 2.680 -2.833
H 0.702 5.243 -0.186
H 0.914 -3.057 -1.472
H -3.284 -1.390 -3.602
H 2.586 -3.866 -3.098
H 2.924 0.722 -1.294
H 0.124 2.003 3.378
H -4.065 2.352 4.311
H 2.214 1.547 1.377
H -1.826 3.454 3.995
H 4.608 -0.098 -2.897
H -1.658 -2.155 -1.903
H -3.565 1.025 -4.048
*
```

Computed properties:
Orbital gap (alpha / beta) = 7.065 / 6.676 eV
Highest occupied orbital energy (alpha / beta) = -4.58 / -5.22 eV

---

(3)
DFT (ωB97M-V with the def2-TZVPD basis set) results for a 2-piece molecular cluster, CH3ClN2O2 overall at a distorted geometry.

```
! wB97M-V def2-TZVPD RIJCOSX def2/J DEFGRID3
* xyz 0 3
Cl -3.709 0.158 -0.125
O -1.101 -1.439 -0.567
O -2.419 -0.398 0.644
N 0.950 -0.477 -0.642
N -0.141 -0.816 -0.336
C 1.502 0.537 0.167
H 2.442 0.245 0.399
H 0.745 0.740 1.019
H 1.731 1.449 -0.559
*
```

Computed properties:
Orbital gap (alpha / beta) = 9.070 / 8.192 eV
Highest occupied orbital energy (alpha / beta) = -8.37 / -10.05 eV

---

(4)
DFT (ωB97M-V with the def2-TZVPD basis set) results for a single C4H8O2 molecule at a distorted geometry.

```
! wB97M-V def2-TZVPD RIJCOSX def2/J DEFGRID3
* xyz 0 1
O 0.604 0.258 -0.618
O -1.350 1.676 -0.123
C -1.471 0.426 0.429
C -0.532 -0.032 1.462
C -0.261 -0.540 0.111
C 1.683 -0.424 -1.125
H 1.274 -1.176 -1.778
H 2.420 0.183 -1.640
H -0.460 1.734 -0.517
H 2.137 -0.946 -0.301
H -0.879 -0.732 2.192
H -0.909 -1.244 -0.393
H 0.174 0.727 1.757
H -2.516 0.104 0.489
*
```

Computed properties:
Orbital gap = 9.597 eV
Structure (SMILES) = CO[C@H]1C[C@H]1O
Highest occupied orbital energy = -8.58 eV

---

(5)
DFT (ωB97M-V with the def2-TZVPD basis set) results for a 8-piece molecular cluster, C7H28N15O10 overall at a distorted geometry.

```
! wB97M-V def2-TZVPD RIJCOSX def2/J DEFGRID3
* xyz -1 1
O 1.205 -0.562 0.086
O -3.897 -1.435 3.380
O 0.561 0.063 -1.786
O 3.541 1.853 3.035
O -0.157 -1.622 3.940
O -2.165 3.269 1.856
O -4.807 0.724 -2.570
O 3.887 -3.813 -2.772
O -0.528 0.490 -0.099
O -0.131 -1.713 -4.156
N -2.845 0.434 -1.636
N 1.231 -2.419 2.582
N -3.925 -0.620 1.234
N -0.221 2.214 2.268
N -2.222 -0.443 2.448
N -0.304 0.468 -4.676
N 0.707 -3.704 4.229
N 4.666 3.119 1.541
N 3.410 1.668 0.743
N 2.559 -3.181 -1.168
N 0.526 0.132 -0.596
N -0.915 -0.948 -6.134
N -1.075 3.426 3.778
N 2.953 -1.856 -2.835
N -3.585 2.489 -2.088
C 3.143 -3.015 -2.278
C -3.783 1.204 -2.157
C -0.484 -0.791 -4.911
C -3.446 -0.856 2.446
C 0.507 -2.566 3.562
C -1.219 3.005 2.564
C 3.850 2.180 1.873
H 2.540 -4.073 -0.694
H -2.051 0.842 -1.164
H 1.216 -4.507 3.886
H -0.777 1.184 -5.208
H -3.357 -0.239 0.491
H -4.907 -0.745 1.034
H 2.829 0.847 0.840
H 3.600 1.991 -0.195
H -0.168 1.713 1.393
H -0.212 3.176 4.239
H 3.532 -1.720 -3.651
H -1.900 0.079 1.646
H 4.750 3.265 0.545
H 1.995 -3.033 2.336
H -1.652 4.221 4.014
H -0.656 -1.810 -6.592
H 1.987 -2.384 -0.928
H -4.229 3.174 -2.456
H 2.014 -1.538 -2.644
H -2.680 2.895 -1.901
H 0.389 1.806 2.962
H -2.869 -0.564 -1.794
H -1.350 -0.150 -6.574
H 0.067 0.858 -3.822
H 0.260 -3.692 5.134
H -1.683 -0.812 3.219
H 5.231 3.648 2.190
H 1.044 -1.623 1.989
*
```

Computed properties:
Orbital gap = 8.496 eV
Highest occupied orbital energy = -6.09 eV

---

Asked for molecular weight across the records above, the calculation gives 946.94, 727.45, 110.50, 88.11, 482.40 u in order.
Asked for ΔE to the lowest compared entry with this formula, charge and spin across the records above, the calculation gives 208.0, 0.0, 244.2, 339.4, 492.3 kJ/mol in order.
Asked for DFT total energy across the records above, the calculation gives -88600.1084, -120968.7790, -20675.1916, -8369.7640, -50542.1661 eV in order.